A structure of composition C20H13BrCl5KN4OS. Source: the OMol25 dataset; level of theory: the ωB97M-V functional and the def2-TZVPD basis.

Values from the calculation:
Largest force on an atom, eV/Å: 1.34
Charge: 0
HOMO, eV: -7.6
LUMO, eV: 0.074
Frontier orbital gap, eV: 7.6
E_tot, eV: -188774.074

The geometry in XYZ format:
```
46
C20H13BrCl5KN4OS | the OMol25 dataset | the ωB97M-V functional and the def2-TZVPD basis
K -0.19 0.63 -2.02
C -1.17 3.37 2.62
N -0.53 2.10 2.79
C 0.26 1.70 3.83
C 0.77 0.49 3.52
N 0.31 0.13 2.27
C -0.54 1.12 1.83
S -1.57 1.17 0.55
C 0.77 -0.97 1.54
C 1.61 -1.91 2.15
C 2.07 -2.97 1.39
C 1.68 -3.07 0.06
C 0.84 -2.10 -0.44
N 0.39 -1.07 0.28
H -1.20 3.91 3.57
H -2.17 3.22 2.24
H -0.61 3.97 1.89
H 0.39 2.29 4.71
H 1.42 -0.12 4.11
H 1.92 -1.83 3.17
H 2.73 -3.70 1.83
H 2.03 -3.88 -0.57
H 0.49 -2.13 -1.46
Cl 3.68 -0.15 -0.37
C 3.54 1.05 -1.62
C 2.33 1.12 -2.30
C 2.32 2.12 -3.27
Cl 0.87 2.30 -4.19
C 3.37 2.98 -3.55
Cl 3.23 4.21 -4.76
C 4.54 2.86 -2.82
Cl 5.86 3.93 -3.11
C 4.64 1.86 -1.85
Cl 6.11 1.69 -0.95
O -6.25 -2.85 -0.30
C -5.04 -2.38 -0.65
C -3.86 -2.76 -0.02
C -2.67 -2.23 -0.47
N -2.58 -1.37 -1.46
C -3.70 -0.99 -2.04
Br -3.52 0.27 -3.43
C -4.96 -1.46 -1.70
H -6.18 -3.47 0.44
H -3.86 -3.47 0.80
H -1.73 -2.50 -0.01
H -5.85 -1.13 -2.21
```

natural (NBO) analysis output, partial charges in e: number 1, K, carries 0.87; number 2, C, carries -0.41; number 3, N, carries -0.36; number 4, C, carries -0.04; number 5, C, carries -0.08; number 6, N, carries -0.38; number 7, C, carries 0.26; number 8, S, carries -0.28; number 9, C, carries 0.39; number 10, C, carries -0.27; number 11, C, carries -0.15; number 12, C, carries -0.25; number 13, C, carries 0.06; number 14, N, carries -0.45; number 15, H, carries 0.21; number 16, H, carries 0.24; number 17, H, carries 0.22; number 18, H, carries 0.23; number 19, H, carries 0.23; number 20, H, carries 0.22; number 21, H, carries 0.22; number 22, H, carries 0.23; number 23, H, carries 0.20; number 24, Cl, carries -0.04; number 25, C, carries -0.09; number 26, C, carries -0.42; number 27, C, carries -0.11; number 28, Cl, carries -0.04; number 29, C, carries -0.10; number 30, Cl, carries 0.02; number 31, C, carries -0.10; number 32, Cl, carries 0.03; number 33, C, carries -0.10; number 34, Cl, carries 0.02; number 35, O, carries -0.64; number 36, C, carries 0.36; number 37, C, carries -0.34; number 38, C, carries 0.08; number 39, N, carries -0.50; number 40, C, carries 0.17; number 41, Br, carries 0.06; number 42, C, carries -0.34; number 43, H, carries 0.49; number 44, H, carries 0.22; number 45, H, carries 0.21; number 46, H, carries 0.25

An isolated molecule of C20H13BrN2OS. Source: the OMol25 dataset; level of theory: the ωB97M-V functional and the def2-TZVPD basis.

Values from the calculation:
Largest force on an atom, eV/Å: 1.06
Charge: 0
HOMO, eV: -8.5
LUMO, eV: 0.143
Frontier orbital gap, eV: 8.7
E_tot, eV: -106856.961

The geometry in XYZ format:
```
38
C20H13BrN2OS | the OMol25 dataset | the ωB97M-V functional and the def2-TZVPD basis
N 1.18 3.54 0.03
C 2.03 2.81 -0.21
C 3.08 1.89 -0.42
C 4.38 2.24 -0.06
C 5.40 1.32 -0.19
C 5.13 0.05 -0.68
C 3.84 -0.30 -1.05
C 2.81 0.61 -0.92
S 1.16 0.18 -1.42
C 1.10 -1.46 -0.71
C 0.79 -2.55 -1.52
C 0.79 -3.82 -0.99
C 1.13 -4.02 0.34
C 1.42 -2.94 1.15
C 1.37 -1.65 0.65
C 1.66 -0.48 1.54
O 2.75 -0.32 2.06
N 0.65 0.41 1.73
C -0.66 0.37 1.24
C -1.27 1.55 0.84
C -2.56 1.55 0.35
C -3.25 0.36 0.27
Br -5.03 0.34 -0.41
C -2.68 -0.83 0.70
C -1.39 -0.82 1.19
H 4.57 3.23 0.32
H 6.40 1.59 0.10
H 5.92 -0.67 -0.77
H 3.64 -1.29 -1.43
H 0.56 -2.38 -2.56
H 0.55 -4.66 -1.62
H 1.16 -5.02 0.75
H 1.67 -3.08 2.19
H 0.93 1.27 2.18
H -0.71 2.48 0.88
H -3.02 2.47 0.03
H -3.24 -1.75 0.65
H -0.96 -1.74 1.55
```

natural (NBO) analysis output, partial charges in e: number 1, N, carries -0.33; number 2, C, carries 0.30; number 3, C, carries -0.26; number 4, C, carries -0.13; number 5, C, carries -0.21; number 6, C, carries -0.16; number 7, C, carries -0.25; number 8, C, carries -0.02; number 9, S, carries 0.29; number 10, C, carries -0.05; number 11, C, carries -0.25; number 12, C, carries -0.20; number 13, C, carries -0.21; number 14, C, carries -0.18; number 15, C, carries -0.18; number 16, C, carries 0.67; number 17, O, carries -0.59; number 18, N, carries -0.63; number 19, C, carries 0.23; number 20, C, carries -0.24; number 21, C, carries -0.21; number 22, C, carries -0.09; number 23, Br, carries 0.05; number 24, C, carries -0.23; number 25, C, carries -0.25; number 26, H, carries 0.23; number 27, H, carries 0.22; number 28, H, carries 0.22; number 29, H, carries 0.23; number 30, H, carries 0.23; number 31, H, carries 0.22; number 32, H, carries 0.22; number 33, H, carries 0.23; number 34, H, carries 0.42; number 35, H, carries 0.25; number 36, H, carries 0.23; number 37, H, carries 0.23; number 38, H, carries 0.23

> The lowest LUMO belongs to which entry?

C20H13BrCl5KN4OS